Entry 1:
86
Properties=species:S:1:pos:R:3:forces:R:3:mulliken_charge:R:1 method="wB97M-V/def2-TZVPD" homo_ev=-9.3 smiles="NC(N)=O.NC(N)=O.NC(N)=O.NC(N)=O.CCO.CCO.CCO.CCO.CCO.CCO" relative_energy_kcal_mol=113.1 lumo_energy_ha=0.0093
N -2.74577 2.84264 -2.94639 -2.7 -0.8 -7.4 -0.3076
C -2.26135 2.79748 -1.81082 -0.1 -2.6 4.5 0.4864
N -1.98930 3.94184 -1.33742 2.3 4.6 2.7 -0.3528
O -2.28209 1.76572 -1.14151 0.6 -1.7 1.0 -0.3807
H -2.75230 3.73183 -3.42535 -0.6 -0.8 -0.6 0.1383
H -3.18852 1.97054 -3.19842 0.0 0.5 -1.0 0.3180
H -1.88736 4.70906 -1.98632 0.2 0.2 0.8 0.1752
H -1.64934 3.94746 -0.38636 0.1 0.5 0.0 0.0786
N -4.26713 1.49317 1.36524 -1.7 2.0 0.1 -0.3116
C -3.80067 0.36810 1.93083 -3.4 0.8 0.9 0.6229
N -2.76587 0.02472 1.29452 5.8 -2.5 -2.3 0.6252
O -4.33882 -0.27428 2.79993 -0.9 -0.7 1.5 -0.7613
H -3.71291 1.82682 0.58960 -0.8 0.5 -0.1 0.1017
H -5.25281 1.69008 1.46404 0.4 0.3 -0.1 0.2519
H -2.38110 0.68252 0.63168 0.4 -0.6 -0.2 -0.3957
H -2.26418 -0.81357 1.55082 0.3 0.3 -0.1 -0.1539
N 5.28013 3.28720 0.11387 5.3 0.8 0.7 -0.4376
C 3.97901 3.24118 0.06827 0.0 0.0 -0.1 0.6847
N 3.66555 2.02554 -0.35619 -2.2 -1.2 -0.3 -0.2394
O 3.32071 4.20037 0.35150 -2.4 1.3 0.2 -0.6576
H 5.75119 4.12363 0.42788 -0.2 -0.3 0.1 0.2479
H 5.77779 2.40987 0.16596 0.4 0.7 0.0 0.1300
H 2.68519 1.83575 -0.50780 0.1 -0.8 -0.2 0.1249
H 4.46083 1.41272 -0.46605 -1.2 -0.4 -0.4 0.1488
N -2.18051 -3.06497 -1.37900 2.1 -4.9 2.2 -0.2917
C -2.35948 -1.95419 -1.99496 1.4 1.6 -3.8 0.4567
N -3.38554 -1.35522 -1.52606 -4.0 3.3 0.9 -0.3031
O -1.71910 -1.54359 -2.98081 0.0 -0.2 0.7 -0.7450
H -2.93941 -3.45384 -0.83777 0.3 -0.2 -0.3 0.2296
H -1.43703 -3.67536 -1.68684 -0.3 -0.4 -0.1 -0.0284
H -3.72953 -0.56572 -2.05375 0.0 0.0 0.6 0.2309
H -3.81555 -1.65118 -0.66141 -0.1 0.6 -0.3 0.1158
C -1.75360 -2.86658 3.36387 0.0 1.6 -0.2 -0.8068
C -1.20382 -3.50910 2.09284 -1.3 -0.8 1.7 -0.3302
O -0.87818 -2.55734 1.12293 0.6 0.2 0.1 -0.0775
H -2.42060 -3.45448 3.99441 0.4 -0.3 -0.1 0.3349
H -2.30492 -1.95337 3.13979 -0.6 -0.3 -0.4 0.1120
H -0.95682 -2.38624 3.93176 0.4 -0.7 0.4 0.2105
H -1.96816 -4.15002 1.65338 -0.2 -0.4 0.2 0.3628
H -0.41052 -4.16851 2.44489 0.6 0.0 -0.7 0.2762
H -1.30069 -2.91667 0.33937 0.3 0.6 -0.6 0.1833
C 2.31588 0.07047 4.17854 -0.1 1.0 -1.5 -0.1858
C 3.71019 -0.09754 4.63729 0.4 -0.8 1.9 -0.5020
O 3.63656 -0.67220 5.94934 0.7 -0.6 0.4 -0.5417
H 2.50698 0.53208 3.20978 -0.9 0.3 -0.4 -0.1361
H 1.79901 0.77425 4.83096 -0.1 0.0 -0.1 0.2887
H 1.68136 -0.80300 4.02839 0.5 -0.2 0.2 0.1493
H 4.25793 0.84443 4.66511 -0.2 0.3 0.0 0.2994
H 4.34645 -0.75980 4.05019 -0.3 -0.2 -0.2 0.2746
H 3.62542 -0.01725 6.65112 0.0 0.2 -0.3 0.3029
C -0.08742 1.10279 -4.52367 -0.1 0.3 0.2 -0.9378
C 0.92467 -0.03229 -4.37476 -1.7 0.4 -0.4 0.3648
O 0.31707 -1.22393 -4.83754 0.7 -0.2 -0.6 -0.5939
H -0.21737 1.32502 -5.58284 0.0 0.2 0.0 0.3950
H 0.23180 1.98977 -3.97644 0.2 0.2 -0.2 0.2544
H -1.07040 0.86669 -4.11609 0.0 -0.4 0.1 0.0799
H 1.17448 -0.13059 -3.31834 0.7 0.1 -0.1 -0.2655
H 1.72122 0.23528 -5.06904 0.5 -0.5 0.5 0.3964
H -0.55381 -1.27011 -4.43624 -0.2 -0.2 0.4 0.4645
C 1.01844 -3.44721 -2.20480 0.0 -1.1 -0.1 -0.3697
C 0.90121 -4.96500 -2.55078 0.7 1.8 0.1 -0.5530
O -0.46434 -5.29299 -2.55442 -0.7 -0.6 0.2 -0.5723
H 0.19723 -2.91486 -2.68470 0.3 0.1 -0.2 -0.1143
H 1.96847 -2.99846 -2.49489 0.0 -0.1 -0.2 0.4093
H 0.92859 -3.31673 -1.12636 -0.1 0.0 0.1 0.1162
H 1.42761 -5.54693 -1.79423 0.2 -0.2 -0.1 0.2626
H 1.22949 -5.22156 -3.55801 0.8 0.4 0.1 0.4310
H -0.43125 -6.14263 -3.00008 -0.9 -0.2 0.1 0.3288
C 0.72121 3.54025 2.62302 -0.6 0.6 -0.8 -1.1798
C -0.41850 3.18433 1.71128 -0.7 -0.3 -0.2 0.4882
O -1.63114 4.01013 1.76762 0.7 -0.7 0.2 -0.6157
H 1.02261 4.46104 2.12360 0.7 0.6 1.2 0.4224
H 1.53586 2.83336 2.46575 -0.1 -0.1 0.1 0.0692
H 0.37945 3.55056 3.65800 0.4 0.5 0.0 0.3362
H -0.74279 2.17534 1.96602 -0.4 0.0 -0.6 0.0621
H -0.01016 3.27992 0.70518 -0.1 -0.7 -0.2 0.0480
H -1.43253 4.92709 1.56430 0.4 0.2 0.2 0.3003
C 1.96270 -0.78459 0.24833 0.2 0.5 -1.1 -1.2934
C 0.68880 -0.27353 -0.54146 0.9 -1.8 1.0 2.4988
O 0.78677 1.04652 -0.96666 0.8 1.0 0.0 -0.3489
H 2.28945 -0.14816 1.07071 -0.7 -0.1 0.3 -0.0319
H 2.87325 -0.82031 -0.34977 -0.1 0.5 -0.8 0.4703
H 1.96020 -1.84374 0.50581 -1.0 0.1 0.5 0.3552
H -0.18623 -0.38558 0.09876 0.0 -0.2 0.1 -0.7343
H 0.54591 -0.89767 -1.42359 0.0 -0.4 0.1 -0.7827
H -0.05775 1.24336 -1.37853 -0.3 0.3 0.0 -0.1764



Entry 2:
64
Properties=species:S:1:pos:R:3:forces:R:3:nbo_charge:R:1 method="wB97M-V/def2-TZVPD" homo_ev="-10.8 / -11.4" total_charge=+1 spin_multiplicity=4 lumo_energy_ha="-0.1767 / -0.1718"
Mo 0.67556 -2.10957 2.37242 -5.2 2.8 -4.3 1.4912
O 2.06874 -5.77953 1.87076 0.1 0.9 0.5 -0.4951
C 1.91825 -4.65259 2.26561 -0.6 -1.0 -1.2 0.7225
O 1.04327 -3.75866 1.74861 1.9 -5.3 -1.2 -0.6458
C 2.62861 -3.99002 3.38817 0.2 1.2 0.5 0.1318
C 3.57716 -4.49394 4.27003 -0.1 0.1 -0.2 -0.1788
C 4.08038 -3.66126 5.26507 -0.5 0.2 -0.4 -0.1015
C 3.59109 -2.35271 5.39229 0.0 -0.2 -0.2 -0.1775
C 2.63551 -1.91966 4.49908 0.2 -0.9 -0.6 0.1201
N 2.18721 -2.70881 3.48493 3.9 -2.3 3.7 -0.5110
C 1.90579 -0.62298 4.42428 -0.2 1.4 0.3 0.7441
O 2.16415 0.40502 4.98346 0.0 -0.8 -0.1 -0.4827
O 0.89556 -0.77593 3.54069 1.2 3.4 3.9 -0.6550
H 3.90280 -5.51802 4.17300 0.0 -0.1 -0.1 0.2666
H 4.83110 -4.02613 5.94904 0.0 0.0 0.1 0.2507
H 3.93820 -1.70576 6.18075 0.0 0.2 0.0 0.2645
C -2.97556 -3.08188 1.71279 0.1 0.2 -0.1 -0.6954
C -2.05472 -2.13151 0.98240 -1.8 -0.6 -0.7 0.6769
O -2.41021 -1.64508 -0.10839 0.1 -0.1 0.1 -0.6199
N -0.88195 -1.89656 1.50275 0.5 0.0 0.8 -0.6847
Te -0.20474 -0.67854 -0.97298 0.4 1.2 -1.3 1.1337
C -0.04292 0.27458 -2.94608 -0.1 -0.5 0.3 -0.3230
C -0.89067 -0.06521 -3.99910 0.0 0.0 0.2 0.0910
C -1.94168 -1.12414 -3.89400 0.0 -0.1 0.2 -0.6526
C -0.74618 0.60354 -5.21100 0.1 0.0 0.1 -0.2479
C 0.23987 1.55376 -5.40551 -0.1 -0.1 0.1 0.0343
C 0.38024 2.27027 -6.70870 0.0 0.1 0.0 -0.6335
C 1.11539 1.81576 -4.35657 -0.1 -0.1 0.0 -0.2156
C 0.99078 1.19661 -3.12483 0.0 0.1 0.0 -0.0252
C 1.96358 1.52819 -2.03642 -0.1 0.0 0.0 -0.6393
C -0.85512 1.10681 -0.01013 0.0 0.0 0.2 -0.2324
C -2.07231 1.67762 -0.39659 0.1 -0.2 0.0 -0.0264
C -2.91374 1.07534 -1.47218 0.0 -0.1 -0.1 -0.6361
C -2.50105 2.83087 0.24589 0.1 0.0 0.1 -0.2154
C -1.76675 3.43276 1.25744 0.1 -0.2 -0.2 0.0257
C -2.22062 4.70903 1.88593 0.0 0.0 0.0 -0.6350
C -0.58071 2.82630 1.64879 -0.1 -0.1 -0.2 -0.1766
C -0.10361 1.68183 1.02250 0.1 -0.1 0.0 -0.0694
C 1.24040 1.17956 1.45668 0.1 -0.2 0.0 -0.6184
H -3.92884 -3.12121 1.19272 0.0 0.0 0.0 0.2503
H -3.11569 -2.75355 2.74162 0.0 -0.1 0.0 0.2406
H -2.51577 -4.07252 1.71228 0.0 0.0 0.1 0.2466
H -1.87980 -1.63022 -2.92553 -0.2 -0.1 -0.2 0.2049
H -1.80112 -1.86056 -4.68346 0.0 -0.1 0.0 0.2372
H -2.93744 -0.69744 -4.01282 -0.1 0.0 0.1 0.2346
H -1.41471 0.35592 -6.02208 -0.1 0.0 -0.1 0.2149
H -0.39460 1.96986 -7.40847 0.0 0.0 -0.1 0.2220
H 1.35240 2.06311 -7.15263 0.1 0.0 -0.1 0.2302
H 0.31155 3.34493 -6.54878 0.0 0.1 -0.1 0.2291
H 1.92489 2.51258 -4.51061 0.1 0.2 0.0 0.2142
H 2.83655 2.03015 -2.44657 0.1 0.0 0.1 0.2367
H 2.29056 0.61997 -1.52537 0.1 0.1 0.1 0.2079
H 1.49418 2.18876 -1.30830 0.0 0.1 0.1 0.2274
H -2.63175 0.03284 -1.60999 -0.4 0.2 -0.2 0.2141
H -2.78968 1.61547 -2.40994 0.1 0.0 -0.1 0.2328
H -3.96632 1.11364 -1.20730 -0.1 0.0 0.1 0.2368
H -3.44004 3.27313 -0.05036 -0.2 0.0 -0.1 0.2169
H -3.16840 5.03195 1.46316 -0.1 0.1 0.1 0.2227
H -1.48063 5.48887 1.70794 0.0 0.1 0.0 0.2311
H -2.32693 4.59295 2.96328 -0.1 0.1 0.1 0.2305
H 0.00031 3.25735 2.45071 0.1 0.1 0.1 0.2104
H 2.03268 1.71370 0.92948 0.0 -0.1 -0.1 0.2348
H 1.35814 0.09411 1.25533 0.1 0.6 0.0 0.1700
H 1.37939 1.36689 2.52483 0.0 -0.1 -0.2 0.2446



no.,total energy (eV),largest force on an atom (hartree/bohr)
1,-49830.5353,0.1546
2,-50812.7184,0.1430